The following is a quantum chemistry calculation of one molecule with the formula C4H7N3O5, from the Open Molecules 2025 dataset.

Structure (XYZ):
```
19
Properties=species:S:1:pos:R:3:forces:R:3
C 2.642900 0.622307 0.449935 -0.7127 1.5506 -1.5021
C 1.849264 -0.686366 0.091169 2.5773 1.8797 -0.1272
N 0.477984 -0.453149 -0.090902 -0.6522 2.1894 -4.7516
O 0.060879 0.232444 -1.533158 -1.1816 -2.4074 4.3117
C -0.532425 -1.029288 0.557896 0.1212 -1.0188 -0.6735
O -0.414244 -1.633903 1.592240 -0.0072 -0.2060 0.5108
C -1.860985 -0.894616 -0.140930 -1.1279 0.8849 -0.2128
O -2.545571 -1.629651 -0.812834 1.0437 -0.6893 0.3676
N -2.401887 0.353212 0.134455 -1.0867 -0.5127 -1.0390
O -3.589499 0.601326 -0.538820 0.8093 2.1787 1.6168
N -1.614444 1.264483 0.624371 0.2859 1.4701 1.3228
O -2.076687 2.364866 0.769227 0.0422 -0.0614 -0.3994
H 2.957876 1.228851 -0.534745 -1.4037 -0.9691 2.0041
H 1.931734 1.157971 1.130103 1.1163 0.2756 -0.6497
H 3.643337 0.534258 0.874759 -0.3419 -0.7439 0.4810
H 1.791292 -1.272290 0.997142 0.8066 -1.0400 -0.1157
H 2.426297 -0.970239 -0.826732 -1.1376 -1.3073 0.8162
H 0.902754 0.474970 -1.850116 1.8905 0.5567 -0.5399
H -3.648568 -0.265181 -0.893064 -1.0415 -2.0299 -1.4200
```
Positions in Å, forces in eV/Å.

The value obtained for the energy above the lowest of the compared OMol25 structures with the same formula, charge and spin is 5.3084 eV. As for the spin multiplicity: 1. The SMILES is CCN(O)C(=O)C(=O)N(O)N=O. The total charge is 0. The calculation puts the orbital gap at 9.77 eV.